#i
Entry from the OMol25 dataset: an isolated ion of composition C5H12IN2 and charge +1 (ωB97M-V/def2-TZVPD).

## Properties
net charge = +1
gap between HOMO and LUMO = 9.134 eV

Element x y z (Å)
C -1.45185 -0.32068 0.00818
C -0.07362 0.23316 -0.08355
C 0.28534 1.34250 0.82953
C 0.34965 0.49954 -1.55241
C 0.99023 -1.11231 0.55621
N 0.36228 -2.22737 0.90057
N 2.29740 -1.01085 0.35048
I 3.71772 -2.43420 0.85308
H -1.59102 -1.05246 -0.72014
H -1.79504 -0.83534 0.82432
H -2.23409 0.43504 -0.06638
H -0.49318 2.14185 0.67810
H 1.25083 1.71941 0.44549
H 0.30821 1.09849 1.91759
H 0.75054 1.44607 -1.65821
H 0.81707 -0.37508 -2.08990
H -0.56447 0.55320 -2.06546
H -0.76089 -2.21949 0.75154
H 0.91947 -3.02594 1.24063
H 2.77548 -0.24473 -0.03797

Atomic partial charges in e from the Löwdin method, atoms 1 to 2:
1 C -0.07
2 C -0.44

=====

#ii
Entry from the OMol25 dataset: an isolated ion of composition C5H12IN2 and charge +1 (ωB97M-V/def2-TZVPD).

## Properties
net charge = +1
gap between HOMO and LUMO = 9.183 eV

Element x y z (Å)
C -0.16520 0.96233 1.36723
C -0.05872 0.04656 0.13608
C -0.37912 0.82510 -1.14993
C -1.05098 -1.11399 0.28781
C 1.33751 -0.49054 0.04229
N 1.63884 -1.75024 0.11779
N 2.41273 0.44983 -0.19176
I 4.39835 -0.00066 -0.24244
H -1.20710 1.25401 1.49336
H 0.42406 1.86979 1.26855
H 0.14886 0.43794 2.26698
H -1.42089 1.13030 -1.12648
H -0.22937 0.19577 -2.02673
H 0.23018 1.71743 -1.25562
H -2.06371 -0.71248 0.31474
H -0.99640 -1.79382 -0.56222
H -0.89172 -1.65748 1.21873
H 0.91129 -2.44673 0.22172
H 2.60066 -2.06838 0.04152
H 2.17345 1.42889 -0.12328

Atomic partial charges in e from the Löwdin method, atoms 1 to 2:
1 C -0.02
2 C -0.54

=====

Winner for stability: #ii